{"formula": "C30H43F5OP2Sn", "method": "ωB97M-V/def2-TZVPD", "symbols": ["Sn", "C", "C", "C", "C", "C", "C", "H", "H", "H", "C", "H", "H", "H", "C", "H", "H", "H", "C", "H", "H", "H", "C", "H", "H", "H", "C", "C", "C", "C", "C", "C", "C", "C", "H", "H", "H", "H", "H", "H", "H", "H", "H", "H", "H", "H", "P", "P", "C", "C", "H", "H", "H", "H", "C", "H", "H", "H", "C", "H", "H", "H", "C", "H", "H", "H", "C", "H", "H", "H", "F", "C", "C", "F", "C", "F", "C", "O", "C", "F", "C", "F"], "positions_angstrom": [[-2.183, 0.913, -1.965], [1.173, 0.746, 4.085], [2.318, 1.198, 3.363], [0.598, 2.664, 2.973], [0.156, 1.724, 3.928], [1.954, 2.384, 2.665], [1.087, -0.499, 4.871], [1.752, -1.275, 4.471], [0.066, -0.904, 4.856], [1.366, -0.335, 5.922], [-1.125, 1.835, 4.650], [-1.170, 1.139, 5.489], [-1.975, 1.640, 3.985], [-1.259, 2.852, 5.042], [-0.221, 3.783, 2.474], [-0.277, 4.587, 3.223], [-1.250, 3.450, 2.275], [0.194, 4.194, 1.549], [2.845, 3.198, 1.816], [3.821, 3.341, 2.299], [2.403, 4.181, 1.614], [3.029, 2.722, 0.844], [3.656, 0.583, 3.357], [4.427, 1.353, 3.519], [3.889, 0.087, 2.401], [3.725, -0.180, 4.142], [1.374, -1.947, 1.690], [2.624, -2.398, 1.912], [3.825, -2.360, 1.002], [3.663, -1.529, -0.280], [3.351, -0.101, 0.006], [2.133, 0.436, -0.092], [0.833, -0.294, -0.213], [0.735, -1.717, 0.360], [4.161, -3.380, 0.740], [2.894, -1.973, -0.913], [4.644, -1.915, 1.594], [1.127, -2.442, -0.371], [0.706, -1.777, 2.542], [2.825, -2.868, 2.885], [-0.345, -1.910, 0.496], [0.039, 0.331, 0.231], [2.011, 1.512, -0.259], [0.569, -0.367, -1.280], [4.610, -1.587, -0.835], [4.212, 0.545, 0.223], [-1.784, -0.877, -3.623], [-1.556, 2.163, -4.418], [-1.890, -0.494, -5.406], [-2.080, 0.980, -5.723], [-2.735, -1.078, -5.805], [-0.979, -0.893, -5.875], [-1.500, 1.240, -6.617], [-3.141, 1.178, -5.928], [-2.003, 3.663, -5.346], [-1.577, 4.540, -4.848], [-3.094, 3.759, -5.406], [-1.583, 3.571, -6.357], [0.256, 2.166, -4.687], [0.433, 2.129, -5.769], [0.762, 1.327, -4.195], [0.647, 3.112, -4.288], [-3.112, -2.066, -3.507], [-3.197, -2.362, -2.469], [-2.869, -2.955, -4.096], [-4.072, -1.655, -3.833], [-0.176, -1.714, -3.463], [0.560, -1.242, -4.128], [-0.253, -2.777, -3.735], [0.222, -1.670, -2.442], [-4.428, -4.255, 3.359], [-3.897, -3.382, 2.486], [-3.543, -2.073, 2.870], [-3.509, -1.761, 4.190], [-3.126, -1.132, 1.939], [-2.823, 0.148, 2.310], [-2.916, -1.484, 0.571], [-2.409, -0.691, -0.334], [-3.195, -2.849, 0.284], [-2.848, -3.387, -0.920], [-3.688, -3.773, 1.167], [-3.889, -5.045, 0.762]], "lowdin_charge": [1.099, -0.169, -0.049, -0.156, -0.075, -0.157, -0.038, 0.068, 0.094, 0.105, 0.043, 0.103, 0.105, 0.123, -0.006, 0.116, 0.098, 0.086, -0.009, 0.102, 0.093, 0.068, 0.045, 0.122, 0.081, 0.106, -0.092, -0.103, -0.176, -0.181, -0.117, -0.116, -0.209, -0.177, 0.129, 0.099, 0.115, 0.111, 0.094, 0.114, 0.101, 0.087, 0.094, 0.055, 0.129, 0.119, 0.689, 0.683, -0.363, -0.416, 0.099, 0.101, 0.093, 0.099, -0.254, 0.057, 0.060, 0.065, -0.246, 0.064, 0.034, 0.058, -0.228, 0.016, 0.086, 0.079, -0.199, 0.062, 0.082, 0.015, 0.129, -0.117, -0.116, 0.100, -0.113, 0.062, -0.302, -0.375, -0.126, 0.052, -0.131, 0.130], "homo_lumo_gap_ev": 4.4827, "homo_ev": -12.6503, "total_charge": 2}

---

{"formula": "C30H44AsB2N9Si2V", "method": "ωB97M-V/def2-TZVPD", "symbols": ["V", "B", "N", "C", "C", "C", "N", "N", "C", "C", "C", "N", "H", "H", "H", "H", "H", "H", "H", "H", "B", "N", "C", "C", "C", "N", "N", "C", "C", "C", "N", "H", "H", "H", "H", "H", "H", "H", "H", "N", "C", "C", "C", "C", "C", "C", "C", "C", "C", "C", "C", "C", "H", "H", "H", "H", "H", "H", "H", "H", "H", "H", "C", "Si", "C", "C", "As", "Si", "C", "C", "C", "H", "H", "H", "H", "H", "H", "H", "H", "H", "H", "H", "H", "H", "H", "H", "H", "H", "H"], "positions_angstrom": [[0.560, 0.129, 1.888], [-1.313, 3.303, 2.273], [0.244, 3.198, 2.500], [0.988, 4.281, 2.750], [2.294, 3.887, 2.979], [2.255, 2.498, 2.837], [1.017, 2.081, 2.544], [-2.003, 1.918, 2.173], [-3.292, 1.700, 2.463], [-3.681, 0.496, 1.903], [-2.529, 0.029, 1.268], [-1.519, 0.884, 1.431], [-1.804, 3.885, 3.226], [-1.489, 3.929, 1.238], [0.536, 5.261, 2.749], [3.148, 4.510, 3.191], [3.049, 1.774, 2.921], [-3.846, 2.421, 3.044], [-4.649, 0.026, 1.950], [-2.383, -0.873, 0.696], [-1.455, -2.607, 3.089], [-0.884, -1.488, 4.046], [-1.182, -1.453, 5.344], [-0.561, -0.355, 5.924], [0.117, 0.243, 4.870], [-0.079, -0.443, 3.738], [-0.661, -2.735, 1.753], [-0.691, -3.855, 1.003], [0.094, -3.661, -0.110], [0.594, -2.365, 0.047], [0.126, -1.799, 1.162], [-1.333, -3.662, 3.686], [-2.630, -2.372, 2.870], [-1.823, -2.209, 5.768], [-0.597, -0.041, 6.954], [0.747, 1.116, 4.865], [-1.270, -4.707, 1.322], [0.291, -4.351, -0.914], [1.300, -1.847, -0.583], [0.897, 0.868, -0.092], [2.181, 1.432, -0.419], [2.196, 2.609, -1.160], [3.382, 3.219, -1.524], [4.578, 2.635, -1.130], [4.559, 1.480, -0.363], [3.373, 0.839, 0.022], [3.450, -0.342, 0.935], [4.584, -1.162, 0.820], [4.871, -2.151, 1.743], [3.997, -2.314, 2.825], [2.845, -1.558, 2.910], [2.467, -0.562, 1.958], [0.628, 0.109, -0.725], [0.164, 1.560, -0.228], [1.246, 3.045, -1.451], [3.370, 4.131, -2.108], [5.527, 3.089, -1.397], [5.498, 1.079, -0.006], [5.251, -1.034, -0.029], [5.748, -2.777, 1.628], [4.215, -3.054, 3.590], [2.178, -1.761, 3.744], [-1.512, 2.192, -5.230], [-0.733, 0.642, -4.464], [-0.820, -0.622, -5.879], [1.102, 1.096, -4.349], [-1.550, 0.092, -2.401], [-3.012, -1.555, -2.976], [-2.276, -3.155, -3.672], [-3.943, -2.115, -1.433], [-4.371, -1.089, -4.218], [-0.983, 2.502, -6.140], [-1.488, 3.020, -4.514], [-2.563, 2.010, -5.481], [-0.465, -0.177, -6.816], [-1.845, -0.973, -6.036], [-0.205, -1.501, -5.659], [1.574, 1.110, -5.339], [1.644, 0.386, -3.717], [1.229, 2.087, -3.898], [-1.621, -3.614, -2.924], [-1.667, -2.945, -4.556], [-3.054, -3.876, -3.952], [-3.265, -2.636, -0.746], [-4.759, -2.799, -1.693], [-4.363, -1.259, -0.893], [-3.935, -0.708, -5.148], [-4.997, -0.290, -3.806], [-5.011, -1.946, -4.463]], "lowdin_spin": [1.000, 0.000, 0.003, 0.012, 0.003, 0.013, -0.005, 0.000, 0.000, 0.000, 0.000, -0.002, 0.000, 0.000, 0.001, 0.000, 0.000, 0.000, 0.000, 0.000, 0.000, 0.005, 0.001, 0.001, 0.006, 0.012, 0.001, -0.001, 0.000, 0.001, 0.006, 0.000, 0.000, 0.000, 0.000, 0.001, 0.000, 0.000, 0.000, 0.008, -0.002, 0.000, -0.003, -0.001, -0.002, -0.003, -0.013, 0.000, -0.014, -0.003, -0.006, -0.026, 0.004, 0.001, 0.000, 0.000, 0.000, 0.000, 0.000, -0.001, 0.000, 0.000, 0.000, 0.000, 0.000, 0.000, 0.000, 0.000, 0.000, 0.000, 0.000, 0.000, 0.000, 0.000, 0.000, 0.000, 0.000, 0.000, 0.000, 0.000, 0.000, 0.000, 0.000, 0.000, 0.000, 0.000, 0.000, 0.000, 0.000], "homo_lumo_gap_ev": [4.9949, 4.1487], "relative_energy_kj_mol": 11.6, "homo_ev": [-0.4872, 0.3614], "multiplicity": 2, "total_charge": -2}

---

| no. | DFT total energy (Eh) |
| --- | --- |
| 1 | -2639.77492 |
| 2 | -5471.04882 |